Entry 1:
Density functional theory data (ωB97M-V/def2-TZVPD) for a molecular structure, C34H42FIrN4OSi.

As for the LUMO energy (alpha / beta): -6.6488 / -6.6487 eV. The value obtained for the energy above the lowest of the compared OMol25 structures with the same formula, charge and spin is 0.0 kJ/mol. The HOMO-LUMO gap (alpha / beta) is 6.5 / 6.5 eV. Its net charge is +2. As for the total energy: -2108.22854 Ha. For the largest force on an atom, the calculation gives 0.01834 Eh/bohr. The value obtained for the HOMO energy (alpha / beta) is -13.1 / -13.1 eV.

The geometry in XYZ format:
```
84
Properties=species:S:1:pos:R:3:forces:R:3
Ir -0.126 0.622 0.177 0.5 -0.1 0.3
C 0.006 2.746 1.573 -0.1 -0.3 -0.1
Si -1.520 1.850 2.257 0.1 -0.5 0.3
C -3.081 2.252 1.325 0.0 0.0 0.0
C -1.682 2.223 4.064 0.0 0.1 -0.1
N -0.971 0.174 1.833 -0.1 0.8 -0.4
C -1.113 -0.971 2.617 -0.2 -0.2 0.0
C -2.193 -1.115 3.496 0.0 0.0 0.0
C -2.288 -2.194 4.355 0.0 0.0 0.0
C -1.289 -3.160 4.382 0.0 0.0 0.0
C -0.214 -3.048 3.518 0.0 0.0 0.0
C -0.157 -1.982 2.646 0.0 0.0 -0.1
F 0.892 -1.931 1.779 0.0 0.1 0.1
H -0.238 3.800 1.430 0.0 0.0 -0.1
H 0.465 2.493 0.585 0.1 0.1 -0.1
H 0.821 2.654 2.288 0.0 0.0 0.0
H -3.301 3.321 1.364 0.0 0.0 0.0
H -3.929 1.729 1.776 0.0 0.0 0.0
H -3.037 1.948 0.274 0.0 0.1 0.2
H -1.795 3.311 4.133 0.0 0.0 0.1
H -0.804 1.944 4.646 0.0 0.0 0.0
H -2.566 1.785 4.524 0.0 0.0 0.0
H -2.980 -0.371 3.490 0.0 0.0 0.0
H -3.141 -2.272 5.015 0.0 0.0 0.0
H -1.351 -3.997 5.063 0.0 0.0 0.0
H 0.582 -3.781 3.497 0.0 0.0 0.0
C -2.620 0.235 -2.047 0.0 0.0 -0.1
C -2.756 -1.116 -1.415 0.0 0.0 0.1
C -3.996 -1.732 -1.452 0.0 0.0 0.0
C -4.174 -3.016 -0.962 0.0 0.0 0.0
C -3.092 -3.698 -0.451 0.0 0.0 0.1
C -1.822 -3.125 -0.380 -0.1 0.0 0.0
C -0.739 -4.004 0.182 0.1 0.0 0.1
C -1.673 -1.815 -0.852 0.1 0.0 -0.1
N -0.382 -1.155 -0.739 -0.1 0.2 0.1
C 0.704 -1.663 -1.214 0.0 0.0 0.0
C 0.757 -2.838 -2.128 0.2 0.0 -0.1
C 1.965 -0.978 -0.802 0.0 0.0 0.2
C 3.267 -1.659 -1.038 0.0 0.0 0.0
N 1.824 0.132 -0.163 -0.2 0.0 -0.1
C 2.950 0.953 0.238 0.1 0.1 0.1
C 3.683 1.614 -0.765 -0.1 0.0 0.1
C 3.384 1.499 -2.233 0.1 -0.1 -0.1
C 4.733 2.432 -0.373 0.0 0.0 0.0
C 5.057 2.599 0.961 0.0 0.0 0.0
C 4.332 1.933 1.928 0.0 0.0 0.0
C 3.270 1.093 1.598 0.0 0.0 -0.1
C 2.608 0.341 2.717 -0.1 0.0 0.0
H -3.603 0.645 -2.271 0.0 0.0 0.0
H -2.073 0.163 -2.989 0.0 0.0 0.0
H -2.098 0.942 -1.402 0.0 0.1 -0.1
H -4.831 -1.198 -1.886 0.0 0.0 0.0
H -5.148 -3.484 -0.993 0.0 0.0 0.0
H -3.216 -4.711 -0.087 0.0 0.0 0.0
H -0.707 -4.935 -0.386 0.0 0.0 0.0
H -0.975 -4.266 1.211 0.0 0.0 0.0
H 0.256 -3.568 0.173 -0.2 0.0 0.2
H -0.240 -3.156 -2.421 0.0 0.0 0.0
H 1.270 -3.680 -1.659 0.0 0.0 -0.1
H 1.332 -2.577 -3.019 0.0 0.0 0.0
H 3.230 -2.646 -0.570 0.0 0.0 0.0
H 4.097 -1.099 -0.617 0.0 0.0 0.0
H 3.443 -1.820 -2.103 0.0 0.0 0.0
H 2.349 1.747 -2.431 0.0 0.0 0.0
H 3.588 0.502 -2.630 0.0 0.0 0.0
H 4.012 2.192 -2.789 0.0 0.0 0.0
H 5.303 2.949 -1.135 0.0 0.0 0.0
H 5.880 3.241 1.245 0.0 0.0 0.0
H 4.595 2.044 2.972 0.0 0.0 0.0
H 2.869 0.802 3.668 0.0 0.0 0.0
H 2.951 -0.692 2.749 0.0 -0.1 0.0
H 1.525 0.317 2.636 -0.1 0.0 0.0
O 0.368 1.904 -1.539 0.0 -0.2 0.0
N -0.106 2.093 -2.773 -0.2 -0.1 0.1
C 0.188 1.228 -3.759 0.0 0.0 0.0
C -0.228 1.472 -5.049 0.0 0.0 0.0
C -0.955 2.620 -5.326 0.0 0.0 0.0
C -1.249 3.495 -4.291 0.0 0.0 0.0
C -0.811 3.212 -3.016 0.0 -0.1 0.1
H 0.762 0.367 -3.458 0.0 0.0 0.0
H 0.026 0.764 -5.825 0.0 0.0 0.0
H -1.285 2.831 -6.333 0.0 0.0 0.0
H -1.810 4.402 -4.461 0.0 0.0 0.0
H -0.979 3.838 -2.153 0.0 0.0 0.0
```
Forces are in eV/Å.



Entry 2:
Density functional theory data (ωB97M-V/def2-TZVPD) for C5H7NOS in the gas phase.

As for the LUMO energy: 0.4365 eV. The structure (SMILES) is O[C@H]1C=C/C(=N/S)C1. The value obtained for the energy above the lowest of the compared OMol25 structures with the same formula, charge and spin is 326.7 kJ/mol. The HOMO-LUMO gap is 9.0 eV. As for the total energy: -722.79362 Ha. For the largest force on an atom, the calculation gives 0.11750 Eh/bohr. The value obtained for the HOMO energy is -8.6 eV.

The geometry in XYZ format:
```
15
Properties=species:S:1:pos:R:3:forces:R:3
C 0.158 0.253 0.360 0.7 2.0 5.6
C -0.415 -0.391 -0.788 -0.1 -0.1 -2.7
C -0.505 -1.834 -0.423 -1.7 -2.3 1.8
C 0.097 -2.004 0.907 1.9 -1.6 1.3
C 0.480 -0.838 1.425 0.2 0.6 -1.2
H 1.139 3.862 0.155 -2.2 -2.5 -0.2
H 0.380 -0.368 -1.593 -1.2 0.5 0.2
H -1.431 -0.009 -1.057 1.2 0.1 -0.2
H -1.498 -2.234 -0.288 -1.4 1.0 0.3
H -0.415 -2.393 -2.164 1.1 -1.8 1.3
H 0.312 -3.071 1.312 -0.6 2.1 -0.6
H 1.045 -0.630 2.349 -0.7 0.0 -0.6
N 0.278 1.461 0.851 0.7 -0.2 -1.8
O -0.055 -2.814 -1.309 0.5 1.4 -3.6
S 0.004 2.876 -0.193 1.6 0.7 0.5
```
Forces are in eV/Å.



Entry 3:
Density functional theory data (ωB97M-V/def2-TZVPD) for 2 unconnected molecules or ions with the total composition C7H17P2.

As for the LUMO energy: -3.5536 eV. The value obtained for the energy above the lowest of the compared OMol25 structures with the same formula, charge and spin is 18.7 kJ/mol. The HOMO-LUMO gap is 10.5 eV. Its net charge is +1. As for the total energy: -959.27886 Ha. For the largest force on an atom, the calculation gives 0.07725 Eh/bohr. The value obtained for the HOMO energy is -14.0 eV.

The geometry in XYZ format:
```
26
Properties=species:S:1:pos:R:3:forces:R:3
C 2.568 0.054 1.171 -2.6 2.4 -1.0
C 2.700 0.296 -0.377 1.9 -0.9 0.6
C 1.249 -0.726 1.343 -0.8 -0.6 -1.0
C 1.410 -0.060 -1.090 0.1 0.3 0.2
C 0.404 -0.661 -0.045 0.9 0.5 0.5
C -3.946 -2.144 0.354 -3.4 2.0 -0.4
C 0.176 2.316 0.428 0.3 -2.3 0.4
P -1.689 0.681 -2.132 -0.9 1.7 -0.7
P -0.016 0.951 -0.837 0.1 0.6 2.4
H 3.425 -0.417 1.623 0.2 0.1 0.1
H 2.326 1.074 1.584 0.9 -1.0 0.1
H 3.238 1.260 -0.600 -0.9 -0.9 -0.1
H 3.358 -0.516 -0.729 0.2 0.5 -0.1
H 1.476 -1.781 1.311 0.1 -0.5 0.5
H 0.707 -0.518 2.304 0.3 -0.1 -1.1
H -4.889 -1.433 0.249 1.9 -1.2 0.4
H 1.542 -0.305 -2.138 -0.2 -0.7 0.1
H -0.283 -1.520 -0.237 0.8 0.8 -0.1
H -3.090 -1.496 0.469 0.4 -0.3 0.0
H -4.048 -2.737 -0.529 0.8 -0.3 -0.8
H -4.207 -2.788 1.165 0.4 -0.2 0.8
H -0.002 1.667 1.361 1.3 1.2 -1.0
H -0.663 2.945 0.516 -1.0 1.1 -0.6
H 1.139 2.855 0.242 -0.9 -0.6 0.7
H -1.956 2.166 -2.086 0.2 -1.6 0.0
H -0.926 0.836 -3.321 0.0 0.0 0.1
```
Forces are in eV/Å.



Entry 4:
Density functional theory data (ωB97M-V/def2-TZVPD) for 6 unconnected molecules or ions with the total composition H12O6.

As for the LUMO energy: 0.6270 eV. The structure (SMILES) is O.O.O.O.O.O. The value obtained for the energy above the lowest of the compared OMol25 structures with the same formula, charge and spin is 175.7 kJ/mol. The HOMO-LUMO gap is 11.8 eV. As for the total energy: -458.60557 Ha. For the largest force on an atom, the calculation gives 0.10542 Eh/bohr. The value obtained for the HOMO energy is -11.2 eV.

The geometry in XYZ format:
```
18
Properties=species:S:1:pos:R:3:forces:R:3
H 1.641 -1.910 -2.367 -3.1 -0.6 2.7
H 0.002 -1.707 -1.861 1.6 -0.6 0.3
H -1.877 1.141 0.609 -0.5 -1.6 -1.1
H -3.297 1.010 -0.155 3.6 -2.8 1.0
H 2.942 -1.094 0.647 -0.6 1.2 -0.8
H 1.827 -1.058 -0.446 0.8 0.9 0.4
H 0.078 2.033 1.413 -1.3 0.1 -0.3
H -1.146 1.997 2.314 0.0 0.5 -1.0
H 2.246 1.954 1.483 -0.8 -1.0 0.2
H 1.653 0.550 0.978 0.4 1.1 1.0
H -1.920 -2.261 -1.137 0.7 3.7 -3.2
H -2.015 -0.661 -1.280 0.2 0.2 0.1
O 0.922 -2.092 -1.586 1.5 1.3 -2.9
O -2.412 0.388 0.106 -3.1 4.5 0.0
O 2.471 -0.440 0.057 -0.3 -2.7 -0.1
O -0.922 2.275 1.391 1.0 -0.8 1.5
O 1.547 1.283 1.690 0.5 0.5 -0.9
O -1.740 -1.406 -1.855 -0.6 -3.9 3.1
```
Forces are in eV/Å.



Entry 5:
Density functional theory data (ωB97M-V/def2-TZVPD) for a molecular structure, C34H58IrN2Sb3Si3.

As for the LUMO energy (alpha / beta): -10.2263 / -10.2339 eV. As for the spin multiplicity: 2. The value obtained for the energy above the lowest of the compared OMol25 structures with the same formula, charge and spin is 0.0 kJ/mol. The HOMO-LUMO gap (alpha / beta) is 4.6 / 4.5 eV. Its net charge is +3. As for the total energy: -3132.46571 Ha. For the largest force on an atom, the calculation gives 0.04565 Eh/bohr. The value obtained for the HOMO energy (alpha / beta) is -14.8 / -14.8 eV.

The geometry in XYZ format:
```
101
Properties=species:S:1:pos:R:3:forces:R:3
Ir -0.302 -1.286 0.257 0.4 -0.1 -1.9
C -1.380 4.996 -0.663 -0.2 -0.1 0.0
Sb -2.211 3.242 0.254 0.1 0.2 0.1
C -2.756 4.234 2.069 -0.1 0.0 -0.2
C -4.284 3.359 -0.660 -0.2 0.0 -0.1
C -4.087 3.881 -1.978 0.1 0.0 0.2
C -4.215 5.257 -2.216 -0.1 0.2 -0.1
C -3.881 5.803 -3.429 0.1 -0.2 0.1
C -3.347 5.004 -4.494 0.0 0.2 -0.1
C -3.209 3.680 -4.327 0.2 0.0 0.0
C -3.636 3.033 -3.097 0.4 0.3 0.1
C -3.698 1.687 -3.062 -1.9 0.5 -0.9
Sb -1.616 -0.084 -1.996 1.4 -1.3 1.4
C -3.136 -1.359 -2.895 0.0 0.6 -0.5
C -0.473 1.337 -3.161 -0.6 -0.1 -0.3
H -2.014 5.849 -0.421 0.1 0.0 0.0
H -1.315 4.886 -1.745 0.1 0.0 0.0
H -0.383 5.167 -0.259 0.0 0.0 0.0
H -3.192 5.200 1.817 0.0 0.0 0.1
H -1.863 4.392 2.673 0.0 0.0 0.0
H -3.477 3.643 2.631 0.0 0.0 0.0
H -4.829 4.034 -0.004 0.0 0.0 0.0
H -4.669 2.344 -0.598 0.2 0.0 0.0
H -4.588 5.893 -1.425 0.0 0.0 0.0
H -3.999 6.870 -3.578 0.0 0.0 0.0
H -3.074 5.467 -5.432 0.0 0.1 0.0
H -2.842 3.068 -5.142 0.0 -0.1 0.1
H -3.538 1.172 -4.005 0.4 -0.2 0.2
H -4.405 1.205 -2.393 0.6 -0.2 0.4
H -3.185 -1.242 -3.979 0.0 -0.1 0.0
H -4.106 -1.128 -2.459 0.0 0.0 0.0
H -2.850 -2.381 -2.652 0.0 0.0 0.1
H -0.897 1.503 -4.151 0.1 0.1 0.0
H 0.546 0.964 -3.245 0.0 -0.1 0.1
H -0.491 2.272 -2.604 0.0 0.0 0.0
C 3.328 -2.715 -0.342 0.1 0.2 -0.1
Sb 2.223 -0.913 0.008 -0.7 -0.3 0.3
C -0.494 -2.774 -0.919 0.1 0.2 0.8
C -0.230 -2.835 -2.351 0.2 0.2 -0.2
C 0.084 -4.004 -3.033 0.1 -0.2 0.1
C 0.326 -3.975 -4.399 0.1 0.0 0.0
C 0.227 -2.771 -5.074 0.0 0.0 0.0
C -0.119 -1.641 -4.352 0.0 0.1 0.0
N -0.321 -1.667 -3.033 -0.3 -0.1 -0.1
Si -1.136 -4.276 0.093 -0.2 0.4 0.0
C -1.733 -3.400 1.649 -0.1 0.0 -0.1
C 0.283 -5.441 0.428 -0.1 -0.1 -0.1
C -2.591 -5.002 -0.818 0.0 -0.2 0.1
C 2.555 -0.202 2.032 0.2 0.0 -0.1
C 1.241 0.275 2.559 0.0 0.0 -0.1
C 1.192 0.982 3.772 0.0 0.1 -0.1
C -0.004 1.385 4.315 0.0 0.0 0.1
C -1.188 1.112 3.632 0.0 0.0 0.0
C -1.091 0.447 2.439 0.1 0.1 0.1
N 0.084 0.022 1.908 -0.5 0.0 0.4
Si 3.789 1.290 1.797 -0.3 -0.2 -0.1
C 5.039 0.773 0.502 0.0 0.0 0.0
C 4.636 1.805 3.372 0.0 0.1 0.0
C 2.697 2.639 1.081 0.1 0.2 0.1
Si 3.204 -1.661 3.158 -0.2 0.2 -0.1
C 1.955 -3.050 2.945 0.2 -0.1 0.1
C 4.949 -2.080 2.653 0.0 -0.1 0.0
C 3.191 -1.183 4.960 0.1 0.0 0.0
H 2.760 -3.292 -1.072 0.0 0.0 0.0
H 3.454 -3.279 0.577 0.0 0.0 0.0
H 4.297 -2.459 -0.768 0.0 0.0 0.0
H 0.148 -4.934 -2.482 0.0 0.0 0.0
H 0.584 -4.882 -4.930 0.0 0.0 0.0
H 0.387 -2.707 -6.141 0.0 0.0 0.0
H -0.249 -0.683 -4.840 0.0 0.0 0.0
H -0.994 -2.686 2.054 0.0 -0.1 0.1
H -1.924 -4.118 2.451 0.1 0.1 0.0
H -2.675 -2.877 1.465 0.0 0.0 0.0
H 1.257 -4.960 0.327 0.0 0.0 0.1
H 0.262 -6.301 -0.246 0.0 0.0 0.0
H 0.202 -5.831 1.445 0.0 0.0 0.0
H -3.442 -4.316 -0.810 0.0 0.0 0.0
H -2.915 -5.922 -0.325 0.0 0.0 0.0
H -2.366 -5.256 -1.856 0.0 0.0 0.0
H 2.118 1.189 4.287 0.0 0.0 0.0
H -0.025 1.902 5.266 0.0 0.0 0.0
H -2.153 1.398 4.024 0.0 0.0 0.0
H -1.983 0.214 1.866 0.0 -0.1 0.0
H 5.476 -0.207 0.701 0.0 0.0 0.0
H 5.864 1.490 0.485 0.0 0.0 0.0
H 4.611 0.762 -0.506 0.0 0.0 0.0
H 5.065 0.956 3.906 0.0 0.0 0.0
H 3.986 2.353 4.056 0.0 0.0 0.0
H 5.463 2.474 3.118 0.0 0.0 0.0
H 2.146 2.275 0.207 0.0 0.0 0.0
H 3.304 3.490 0.759 0.0 0.0 0.0
H 1.975 3.013 1.811 0.0 0.0 0.0
H 1.566 -3.154 1.931 0.0 0.0 0.0
H 1.107 -2.883 3.615 0.0 0.0 0.0
H 2.397 -4.008 3.235 0.0 0.0 0.0
H 5.108 -2.199 1.583 0.0 0.0 0.0
H 5.247 -3.016 3.135 0.0 0.0 0.0
H 5.639 -1.310 3.010 0.0 0.0 0.0
H 2.185 -1.028 5.353 0.0 0.0 0.0
H 3.789 -0.297 5.180 0.0 0.0 0.0
H 3.634 -2.012 5.521 0.0 0.0 0.0
```
Forces are in eV/Å.



Entry 6:
Density functional theory data (ωB97M-V/def2-TZVPD) for a molecular structure, C16H18ClNPb.

As for the LUMO energy: -2.9754 eV. The value obtained for the energy above the lowest of the compared OMol25 structures with the same formula, charge and spin is 0.0 kJ/mol. The HOMO-LUMO gap is 4.4 eV. As for the total energy: -1328.05501 Ha. For the largest force on an atom, the calculation gives 0.04010 Eh/bohr. The value obtained for the HOMO energy is -7.4 eV.

The geometry in XYZ format:
```
37
Properties=species:S:1:pos:R:3:forces:R:3
C -2.244 -1.468 -1.041 0.4 0.8 -1.0
C -1.606 -1.651 -2.343 -0.4 1.2 0.4
C -1.375 -0.332 -2.917 -0.6 -0.5 1.1
H -1.310 -2.629 -2.769 -0.3 0.9 0.3
C -1.846 0.675 -1.977 0.6 -1.1 0.3
C -2.368 -0.023 -0.794 0.3 -0.6 -0.8
H -2.769 0.447 0.123 0.3 -0.4 -0.8
H -2.508 -2.272 -0.336 0.1 0.6 -0.7
H -0.896 -0.132 -3.886 -0.3 -0.1 0.7
H -1.735 1.772 -2.063 -0.2 -0.9 -0.1
Pb 0.046 -0.525 -0.555 0.5 -0.1 1.0
Cl 0.286 -2.682 0.639 0.1 -0.5 -0.1
C 2.512 -0.386 -0.665 -1.2 -0.2 -0.7
C 2.113 0.883 -1.309 -0.8 -0.7 -1.0
C 1.615 0.589 -2.635 0.7 -1.3 0.7
H 2.124 1.872 -0.839 0.2 -0.7 -0.5
C 1.695 -0.854 -2.838 1.1 0.9 1.0
C 2.263 -1.457 -1.644 -0.6 1.2 -0.9
H 2.392 -2.533 -1.448 0.0 0.8 -0.2
H 2.836 -0.516 0.388 -0.1 0.1 -1.0
H 1.177 1.337 -3.319 0.4 -0.6 0.5
H 1.355 -1.400 -3.730 0.3 0.3 0.6
C 1.881 2.187 1.481 0.8 0.7 -0.1
C 0.764 1.395 2.009 -1.2 -0.7 0.1
C 0.304 1.545 3.301 1.6 1.0 -0.8
C -0.751 0.694 3.503 -1.2 -1.4 -0.7
C -0.971 -0.020 2.333 1.3 1.6 0.1
C -2.012 -1.064 2.298 -0.9 -0.9 0.1
N -0.054 0.447 1.357 -0.4 0.3 2.0
H 2.762 1.598 1.150 -0.6 0.4 0.0
H 2.209 2.767 2.357 0.1 0.0 -0.4
H 1.565 2.932 0.718 0.3 -0.5 0.3
H 0.777 2.257 3.961 -0.2 -0.1 0.2
H -1.352 0.534 4.377 0.0 0.0 0.3
H -1.824 -1.685 3.198 -0.2 0.0 -0.6
H -2.976 -0.558 2.491 0.1 -0.5 -0.4
H -2.077 -1.746 1.422 0.1 0.8 0.9
```
Forces are in eV/Å.